No. 1
A structure of composition C4H11AlBiClNO2, computed with ωB97M-V with the def2-TZVPD basis set.

Element x y z (Å)
Bi1 -0.58630 1.91431 2.44452
Cl1 -1.78093 3.16949 0.61484
C1 -1.99287 0.15747 2.28744
H1 -1.78557 -0.32853 3.22102
H2 -1.95770 -0.55662 1.45695
H3 -2.95298 0.69799 2.29186
Al1 0.71616 -0.47315 -1.73548
C2 2.14586 0.79331 -2.00580
C3 -0.86069 -0.40706 -2.92643
C4 0.75787 -1.84165 -0.47110
H4 -1.37578 -1.36738 -2.94726
H5 -1.48000 0.36328 -2.49275
H6 -0.61958 -0.22691 -3.98053
H7 3.14654 0.40204 -1.73128
H8 2.30704 1.06545 -3.06076
H9 1.86050 1.68448 -1.43406
H10 -0.20442 -1.99309 0.04291
H11 1.49340 -1.61418 0.42833
O1 0.32507 -0.51708 4.16693
N1 0.92406 -0.17101 3.13168
O2 1.92031 -0.75116 2.69896

Its net charge is -1. As for the largest force on an atom: 3.7 eV/Å. Its HOMO energy (alpha / beta) is -4.6 / -3.5 eV.

=====

No. 2
A structure of composition C4H11AuO6Se, computed with ωB97M-V with the def2-TZVPD basis set.

Element x y z (Å)
Au1 0.11853 -0.44806 0.75406
C1 -2.12228 0.51440 0.43880
O1 -1.67480 -0.82312 0.27986
C2 -1.65355 -1.26389 -1.07667
C3 -0.46360 -0.66881 -1.81051
O2 0.67940 -0.89181 -0.98979
C4 1.85558 -0.33875 -1.56111
H1 -3.11094 0.64758 -0.01090
H2 -1.41078 1.22128 0.00405
H3 -2.19853 0.72366 1.50928
H4 -2.59970 -1.03756 -1.58015
H5 -1.54523 -2.35325 -1.04079
H6 -0.59687 0.40740 -1.96164
H7 -0.33529 -1.15293 -2.78472
H8 2.05848 -0.79260 -2.53593
H9 2.69581 -0.55133 -0.89471
H10 1.75751 0.74623 -1.66379
O3 0.57899 0.83475 3.57129
Se1 1.77980 1.22947 2.51785
O4 3.13840 1.19599 3.44554
O5 1.90047 -0.07441 1.22854
O6 1.50815 2.94292 1.91191
H11 -0.35955 -0.06713 2.24955

Its energy above the lowest of the compared OMol25 structures with the same formula, charge and spin is 10.44 kcal/mol. The spin multiplicity is 3. As for the largest force on an atom: 7.3 eV/Å. Its HOMO energy (alpha / beta) is -5.2 / -8.9 eV.

=====

No. 3
A structure of composition C4H11B3CaO4, computed with ωB97M-V with the def2-TZVPD basis set.

Element x y z (Å)
C1 -1.55123 1.95565 2.18297
C2 -1.68973 0.76740 1.11884
O1 -1.47368 1.34152 -0.15891
C3 -0.90441 0.36017 -1.11375
C4 0.58771 0.53828 -1.26606
B1 1.37555 -0.82160 -1.21171
O2 0.82013 -1.91691 -0.58304
B2 1.77226 -2.44954 0.30819
O3 3.00674 -2.63953 -0.16447
B3 3.04089 -2.23869 -1.48787
O4 2.59866 -0.94197 -1.73431
H1 -0.68753 2.52568 1.87182
H2 -1.41452 1.59477 3.18813
H3 -2.43638 2.62900 2.11257
H4 -2.73267 0.34866 1.20490
H5 -1.01963 -0.03804 1.37464
H6 -1.36558 0.57524 -2.06145
H7 -1.18489 -0.64919 -0.84843
H8 0.79593 1.07731 -2.17425
H9 0.96758 1.16381 -0.46518
H10 1.47378 -2.61364 1.44266
H11 3.33560 -2.98498 -2.35116
Ca1 -3.31457 2.41657 0.81587

Its net charge is +2. As for the largest force on an atom: 7.3 eV/Å. Its HOMO energy is -17.0 eV.

=====

No. 4
A cluster of 2 separate species, C4H11B4BrO7 in total, computed with ωB97M-V with the def2-TZVPD basis set.

Element x y z (Å)
C1 4.70025 1.24925 -0.81874
B1 3.55461 2.31597 -0.87549
O1 3.83259 3.64274 -1.08301
B2 1.88296 1.86754 -0.71888
O2 0.81749 2.75662 -0.67355
B3 -0.32355 2.47360 -1.38768
O3 -0.59298 1.14405 -1.69505
B4 0.50665 0.32375 -1.73513
Br1 0.73477 -0.94246 -3.14389
O4 1.51111 0.51914 -0.81951
H1 4.37054 0.23394 -1.04161
H2 5.53338 1.50051 -1.48364
H3 5.10537 1.25475 0.20064
H4 4.42828 3.83492 -1.80930
H5 -1.04771 3.33063 -1.76770
C2 -1.07692 -0.83128 1.00165
O5 -1.71594 -1.68272 1.95738
C3 -2.91434 -2.12690 1.57858
O6 -3.46287 -1.87140 0.53830
O7 -3.39994 -2.90116 2.54746
C4 -4.69328 -3.45016 2.26829
H6 -0.12358 -0.55669 1.44241
H7 -0.91998 -1.36675 0.06499
H8 -1.67947 0.05560 0.81399
H9 -4.65856 -4.07169 1.37564
H10 -5.42202 -2.65462 2.12550
H11 -4.94686 -4.04717 3.13838

As for the largest force on an atom: 1.0 eV/Å. As for the SMILES: CB(O)B1OBOB(Br)O1.COC(=O)OC. Its HOMO energy is -10.2 eV.

=====

No. 5
A cluster of 2 separate species, C4H11BN2 in total, computed with ωB97M-V with the def2-TZVPD basis set.

Element x y z (Å)
B1 -0.85230 -0.23213 0.51880
C1 0.55023 -2.18693 1.08691
C2 1.42077 -1.05809 0.50670
C3 -2.34266 2.22752 -1.44852
C4 1.12932 1.13900 -0.46075
N1 -0.85189 -1.50480 1.09802
N2 0.48835 0.02520 0.16004
H1 0.49836 -2.93589 0.34055
H2 0.78353 -2.61112 1.96481
H3 2.11804 -0.68286 1.24384
H4 2.06303 -1.30842 -0.37947
H5 -1.73929 2.70899 -0.61966
H6 -3.48243 2.53509 -1.39725
H7 -1.83620 1.49561 -2.01728
H8 0.28485 1.77994 -0.94520
H9 1.59288 1.73583 0.33220
H10 1.87514 0.89352 -1.13418
H11 -1.69973 -2.02048 1.15043

Its energy above the lowest of the compared OMol25 structures with the same formula, charge and spin is 147.28 kcal/mol. As for the largest force on an atom: 5.8 eV/Å. Its HOMO energy (alpha / beta) is -8.2 / -7.8 eV.

=====

No. 6
A structure of composition C4H11BiClInNO2, computed with ωB97M-V with the def2-TZVPD basis set.

Element x y z (Å)
Bi1 0.32261 0.24728 -1.57866
Cl1 1.09632 -1.63414 0.01654
C1 2.32166 1.26507 -1.76353
C2 -0.78280 -1.15629 -2.91457
H1 2.07284 1.54338 -2.78467
H2 2.17304 1.99464 -1.02319
H3 2.92790 0.44084 -1.60918
H4 -0.58050 -0.50904 -3.76215
H5 -1.72795 -1.07009 -2.46739
H6 -0.19284 -1.99683 -2.78656
In1 -0.25376 -0.00764 1.43440
C3 -1.85864 -1.03927 2.43415
C4 -1.00959 1.23309 -0.17877
H7 -2.71729 -0.55730 2.02866
H8 -1.74428 -2.05608 2.18693
H9 -1.61948 -0.76835 3.44103
H10 -2.01758 0.98937 -0.59253
H11 -0.50811 2.15895 -0.04807
O1 1.51869 -0.67044 3.74034
N1 1.62539 0.50982 3.61906
O2 0.95435 1.08303 2.60816

Its energy above the lowest of the compared OMol25 structures with the same formula, charge and spin is 42.92 kcal/mol. Its net charge is -1. As for the largest force on an atom: 4.6 eV/Å. Its HOMO energy (alpha / beta) is -1.4 / -1.2 eV.

=====

No. 7
A structure of composition C4H11Br3Si2, computed with ωB97M-V with the def2-TZVPD basis set.

Element x y z (Å)
C1 1.64852 -0.59748 -0.46109
C2 -2.01034 0.09349 0.94196
C3 0.54761 -0.01016 0.48208
C4 -0.83677 0.47701 -0.03441
Si1 -1.08502 -0.18581 -1.80581
Si2 -1.28822 -3.85435 0.99888
Br1 -1.92963 -2.31149 -1.39500
Br2 -3.37392 -4.52232 1.54117
Br3 -0.63066 -5.73197 -0.09660
H1 2.00424 0.02719 -1.34071
H2 1.14373 -1.42277 -0.97602
H3 2.51945 -0.84192 0.12095
H4 -1.63064 0.06116 2.02807
H5 -2.85354 0.76011 0.88581
H6 -2.31504 -0.85136 0.76476
H7 0.30596 -0.78541 1.23560
H8 1.02760 0.85052 0.99185
H9 -0.86089 1.65013 -0.15019
H10 -2.18573 0.48812 -2.24705
H11 0.18180 -0.33970 -2.51869

Its energy above the lowest of the compared OMol25 structures with the same formula, charge and spin is 0.00 kcal/mol. As for the largest force on an atom: 4.1 eV/Å. Its HOMO energy is -8.8 eV.

=====

No. 8
A structure of composition C4H11BrClInW, computed with ωB97M-V with the def2-TZVPD basis set.

Element x y z (Å)
In1 0.80005 0.12025 -1.59029
Cl1 0.87103 -2.01030 0.44703
C1 2.52930 1.37338 -1.60755
C2 -0.62844 -0.97963 -2.73795
H1 2.54050 1.79049 -2.62472
H2 2.47125 2.16916 -0.84877
H3 3.36766 0.69232 -1.43071
H4 -0.61567 -0.48588 -3.72223
H5 -1.62895 -0.95011 -2.27704
H6 -0.22177 -1.99824 -2.77033
W1 0.04644 -0.30445 1.89281
C3 -1.68894 -0.95406 2.54336
C4 -0.89062 1.17804 1.21450
H7 -2.56354 -0.48242 2.10432
H8 -1.73664 -2.02244 2.35863
H9 -1.72992 -0.81979 3.62844
H10 -1.82702 1.17103 0.66901
H11 -0.35728 2.10522 0.99730
Br1 1.26257 0.40744 3.75419

Its energy above the lowest of the compared OMol25 structures with the same formula, charge and spin is 21.70 kcal/mol. The spin multiplicity is 3. As for the largest force on an atom: 3.2 eV/Å. Its HOMO energy (alpha / beta) is -6.3 / -8.1 eV.

=====

No. 9
A structure of composition C4H11BrClLuRh, computed with ωB97M-V with the def2-TZVPD basis set.

Element x y z (Å)
Rh1 -0.19736 0.23532 -0.12481
Cl1 -0.54278 2.31723 -1.15382
C1 -1.99214 -0.19530 0.67872
H1 -1.81861 -0.74307 1.62195
H2 -2.51484 -0.81335 -0.07516
H3 -2.49508 0.77568 0.84210
Lu1 0.48955 0.37531 -2.73397
C2 2.64168 0.86675 -3.29958
C3 -0.91942 0.07015 -4.49740
C4 0.43814 -1.39748 -1.40795
H4 -1.29554 -0.96406 -4.45707
H5 -1.78218 0.75026 -4.44774
H6 -0.40715 0.21891 -5.45985
H7 3.28670 0.05824 -2.92168
H8 2.78516 0.95030 -4.38652
H9 2.96402 1.80577 -2.82645
H10 -0.36220 -2.13007 -1.21751
H11 1.35741 -1.71003 -0.87442
Br1 0.49554 1.11224 2.09876

Its energy above the lowest of the compared OMol25 structures with the same formula, charge and spin is 1.94 kcal/mol. The spin multiplicity is 5. Its net charge is -1. As for the largest force on an atom: 2.3 eV/Å. Its HOMO energy (alpha / beta) is -3.4 / -5.2 eV.

=====

No. 10
A structure of composition C4H11CdO2, computed with ωB97M-V with the def2-TZVPD basis set.

Element x y z (Å)
C1 -2.25797 0.57427 -1.22099
O1 -0.97024 0.48429 -0.59965
C2 -0.20392 -0.66014 -0.99683
C3 1.18681 -0.50234 -0.43217
O2 1.05687 -0.13843 0.94925
C4 2.26351 -0.25440 1.70969
H1 -2.75691 1.46114 -0.81895
H2 -2.12728 0.68147 -2.30449
H3 -2.84286 -0.32706 -0.99571
H4 -0.15613 -0.70893 -2.09259
H5 -0.69536 -1.56474 -0.61096
H6 1.74992 0.28552 -0.95267
H7 1.72748 -1.45411 -0.51254
H8 3.03709 0.39462 1.27917
H9 2.03525 0.05428 2.73406
H10 2.59322 -1.30020 1.70138
Cd1 -0.45348 1.11825 1.20135
H11 -3.18599 1.85653 1.96263

Its net charge is +1. As for the largest force on an atom: 6.4 eV/Å. Its HOMO energy (alpha / beta) is -11.6 / -13.8 eV.